# 1
Computed, not measured: C33H29Br2CsN11O3S2 as an isolated structure, with ωB97M-V/def2-TZVPD.

Each line ends with the Löwdin charge.
Atoms and positions in Å:
Cs: -0.1848 1.2984 -1.6102  1.048
C: 6.2223 -0.2668 -1.4847  -0.028
C: 4.7863 0.1518 -1.2813  -0.266
N: 3.7834 -0.5675 -1.6008  0.100
N: 4.0041 -1.7605 -2.2052  -0.032
C: 2.9947 -2.6647 -2.3918  -0.902
N: 3.3947 -3.7238 -3.1709  0.060
S: 1.4903 -2.5670 -1.7365  0.666
C: 4.4735 1.4705 -0.6701  -0.255
C: 5.2318 1.9951 0.3689  -0.027
C: 4.8580 3.2134 0.9226  -0.058
C: 3.7570 3.8753 0.4100  -0.044
C: 3.0699 3.2655 -0.6329  -0.134
N: 3.4064 2.1007 -1.1652  0.132
H: 6.4010 -0.5377 -2.5284  0.080
H: 6.4619 -1.1299 -0.8582  0.090
H: 6.9008 0.5466 -1.2411  0.074
H: 4.9336 -2.0348 -2.4930  0.125
H: 4.0261 -3.5275 -3.9334  0.094
H: 2.6237 -4.3227 -3.4188  0.076
H: 6.0827 1.4535 0.7628  0.108
H: 5.4170 3.6282 1.7520  0.108
H: 3.4201 4.8162 0.8232  0.115
H: 2.1809 3.7307 -1.0412  0.102
C: 2.0915 -0.0992 1.4925  -0.030
C: 1.7573 1.2799 1.9853  -0.333
C: 2.1668 1.7003 3.2694  -0.025
C: 1.8429 2.9465 3.7129  -0.043
C: 1.1010 3.8241 2.8928  -0.213
C: 0.7107 5.1239 3.2512  -0.633
Br: 1.1775 5.8498 4.9747  0.680
C: -0.0129 5.9211 2.3987  -0.202
C: -0.3578 5.4379 1.1453  -0.601
Br: -1.3460 6.5650 -0.0405  0.712
C: -0.0069 4.1554 0.6452  -0.501
O: -0.3032 3.7599 -0.5070  -0.345
C: 0.7383 3.3284 1.5986  -0.159
N: 1.0841 2.0797 1.1941  0.107
H: 2.9170 -0.5230 2.0672  0.079
H: 2.3586 -0.0814 0.4361  0.038
H: 1.2316 -0.7632 1.5803  0.056
H: 2.7364 1.0232 3.8947  0.106
H: 2.1498 3.2792 4.6965  0.071
H: -0.3065 6.9162 2.7015  0.088
O: -0.9649 -0.4263 -3.6143  -0.397
N: -1.6671 0.3597 -4.3148  -0.142
C: -1.1446 0.7432 -5.4707  -0.337
C: -1.9212 1.5997 -6.3083  -0.216
N: -2.5366 2.2840 -7.0005  0.122
C: 0.1106 0.2396 -5.9428  -0.206
N: 1.1194 -0.1651 -6.3222  0.138
C: -3.4909 -2.1410 -1.9096  0.006
C: -3.9293 -0.8693 -1.2256  -0.590
N: -3.7132 0.2680 -1.9251  0.170
O: -4.4402 -0.8592 -0.1153  0.013
H: -3.5672 -2.0569 -2.9926  0.081
H: -4.0863 -2.9736 -1.5460  0.078
H: -2.4413 -2.3214 -1.6675  0.071
H: -3.1799 0.3009 -2.7821  0.040
H: -3.9024 1.1354 -1.4507  0.109
S: -3.8566 -3.1645 3.8647  0.971
C: -2.7720 -2.3122 2.7065  -0.511
C: -2.0389 -3.0401 1.7788  -0.064
C: -1.2494 -2.3395 0.8836  -0.148
N: -1.1378 -1.0097 0.8853  0.058
C: -1.8211 -0.3336 1.8011  -0.132
C: -2.6641 -0.9358 2.7312  -0.072
C: -4.9821 -3.9417 2.7010  -0.523
C: -5.7587 -3.1708 1.8562  -0.071
C: -6.5938 -3.8352 0.9683  -0.136
N: -6.7056 -5.1589 0.9008  0.053
C: -5.9556 -5.8781 1.7292  -0.157
C: -5.0707 -5.3224 2.6441  -0.095
H: -2.0960 -4.1191 1.7484  0.110
H: -0.6626 -2.8603 0.1336  0.064
H: -1.7012 0.7447 1.7852  0.113
H: -3.2240 -0.3468 3.4437  0.108
H: -5.6934 -2.0928 1.8478  0.103
H: -7.2010 -3.2678 0.2718  0.109
H: -6.0580 -6.9552 1.6518  0.100
H: -4.4678 -5.9448 3.2894  0.098

relative energy (zero: lowest compared OMol25 entry of this formula, charge and spin) = 105.6 kJ/mol
charge = -1


# 2
Computed, not measured: a 10-piece molecular cluster, C18H53O20 overall in a non-equilibrium geometry, with ωB97M-V/def2-TZVPD.

Each line ends with the Löwdin charge.
Atoms and positions in Å:
O: 0.0284 0.6592 1.0058  0.108
C: 0.1586 -0.3637 0.1798  -0.854
O: -0.5662 -0.2955 -0.8258  0.004
O: 0.8768 -1.3005 0.4218  0.003
H: -0.6901 1.0875 0.5347  0.060
C: 3.2962 -1.6752 -2.0996  -0.155
O: 2.3825 -2.6551 -1.6350  -0.127
H: 2.6989 -0.8303 -2.4425  0.072
H: 3.8972 -1.1870 -1.3325  0.054
H: 3.9377 -2.0560 -2.8943  0.080
H: 1.7385 -2.2737 -1.0339  0.023
C: -1.3765 -4.1407 -0.2345  -0.229
C: -0.5959 -5.4171 -0.7376  -0.227
O: -1.3311 -6.2410 -1.6300  -0.066
O: -0.6800 -3.5704 0.8424  -0.072
H: -2.3521 -4.3245 0.2156  0.118
H: -1.6000 -3.4161 -1.0175  0.102
H: -0.3359 -6.0447 0.1148  0.113
H: 0.3086 -4.9145 -1.0801  0.110
H: -0.6193 -6.7184 -2.0623  0.074
H: 0.0471 -3.0128 0.5558  0.037
C: -3.6082 -1.7885 -2.9643  -0.161
C: -4.8772 -2.4494 -2.4247  -0.246
O: -4.6506 -2.6590 -1.0511  -0.084
O: -3.2815 -0.4921 -2.2880  -0.087
H: -3.7462 -1.6595 -4.0378  0.108
H: -2.8279 -2.5348 -2.8148  0.112
H: -5.0646 -3.4377 -2.8447  0.119
H: -5.7976 -1.8709 -2.5043  0.111
H: -4.2993 -1.8329 -0.7110  0.021
H: -2.3947 -0.6336 -1.9487  0.043
C: -1.3794 2.0333 -3.6529  -0.272
C: -1.5027 3.1236 -4.6958  -0.245
O: -0.9760 2.5844 -5.8954  -0.064
O: -0.0363 2.0370 -3.3430  -0.066
H: -1.6927 1.0522 -4.0096  0.123
H: -1.9309 2.3562 -2.7699  0.107
H: -0.9842 4.0021 -4.3116  0.118
H: -2.5554 3.3194 -4.8997  0.119
H: -0.1570 2.2305 -5.5410  0.068
H: 0.1790 1.5000 -2.5769  0.075
C: -3.3809 0.1676 1.3012  -0.151
C: -4.8266 0.6911 0.9567  -0.190
O: -4.7408 1.1185 -0.4226  -0.082
O: -3.0897 -1.1676 0.7238  -0.089
H: -3.4236 -0.0492 2.3686  0.108
H: -2.5210 0.7861 1.0440  0.092
H: -5.2360 1.3997 1.6767  0.109
H: -5.4776 -0.1694 1.1114  0.108
H: -4.4471 0.3384 -0.8989  0.024
H: -2.1329 -1.2202 0.6668  0.053
C: 3.4928 1.8902 0.5509  -0.227
C: 3.5313 2.6261 -0.7772  -0.205
O: 4.3802 3.7931 -0.6143  -0.066
O: 4.0166 0.5601 0.5131  -0.067
H: 2.4547 1.8475 0.8804  0.086
H: 4.0301 2.4497 1.3166  0.117
H: 2.5259 2.8054 -1.1583  0.095
H: 3.8520 2.0192 -1.6239  0.116
H: 3.7810 4.5192 -0.4266  0.073
H: 3.3234 0.0201 0.1265  0.041
C: 2.8073 2.4543 4.3199  -0.265
C: 1.9076 1.3335 3.8988  -0.263
O: 0.5396 1.6167 4.0994  -0.049
O: 2.7009 3.5819 3.5175  -0.061
H: 3.8263 2.1675 4.0600  0.122
H: 2.7728 2.6271 5.3956  0.123
H: 2.3074 0.4679 4.4271  0.114
H: 2.0104 0.9379 2.8883  0.101
H: 0.0596 0.9777 3.5676  0.071
H: 1.9133 4.0316 3.8323  0.077
C: -0.4342 3.9732 -0.2839  -0.247
C: 0.0663 4.3536 1.0835  -0.260
O: 0.8326 5.5367 1.1096  -0.040
O: -1.3951 2.9438 -0.3470  -0.059
H: 0.3951 3.7130 -0.9417  0.105
H: -0.8756 4.8595 -0.7396  0.127
H: 0.6198 3.4726 1.4084  0.105
H: -0.8462 4.4492 1.6719  0.127
H: 1.0412 5.6117 2.0436  0.076
H: -2.2199 3.3438 -0.6321  0.096
C: 1.9589 -3.3975 3.2376  -0.241
C: 3.4635 -3.3324 2.7616  -0.239
O: 4.0490 -4.5990 2.9899  -0.072
O: 1.5163 -2.1255 3.0144  -0.081
H: 1.9224 -3.7779 4.2584  0.117
H: 1.3187 -4.0455 2.6391  0.108
H: 4.0420 -2.5248 3.2101  0.114
H: 3.5185 -3.0163 1.7199  0.110
H: 4.9647 -4.3591 2.8302  0.073
H: 1.4656 -1.8906 2.0850  0.035

relative energy (zero: lowest compared OMol25 entry of this formula, charge and spin) = 244.6 kJ/mol
charge = -1


# 3
Computed, not measured: one molecule with the formula C4H2N2OS, with ωB97M-V/def2-TZVPD.

Each line ends with the Löwdin charge.
Atoms and positions in Å:
O: 2.4434 -0.0005 -0.0080  0.124
C: 1.2355 0.0027 -0.0037  -0.345
C: 0.4115 1.2496 -0.0017  -0.038
N: -0.8619 1.2409 -0.0042  0.058
C: -1.5328 -0.0032 -0.0013  -0.877
S: -3.1555 -0.0024 -0.0044  0.804
N: -0.8531 -1.2512 -0.0073  0.062
C: 0.4192 -1.2439 -0.0026  -0.045
H: 0.9319 2.2042 0.0091  0.127
H: 0.9619 -2.1962 0.0241  0.131

SMILES string = O=C1C=NC(=S)N=C1
relative energy (zero: lowest compared OMol25 entry of this formula, charge and spin) = 25.5 kJ/mol


# 4
Computed, not measured: one molecule with the formula C22H27N3O4, with ωB97M-V/def2-TZVPD.

Each line ends with the Löwdin charge.
Atoms and positions in Å:
C: -3.6884 -2.1796 -1.1383  -0.055
C: -2.4037 -2.7973 -0.6048  -0.263
O: -1.3235 -1.9177 -0.8655  -0.199
C: -0.0549 -2.5291 -0.9607  -0.205
C: 0.5314 -3.0192 0.3694  -0.141
C: 0.6516 -1.9297 1.4313  -0.163
N: 1.4684 -0.8201 0.9890  0.090
C: 1.2529 0.4272 1.4350  -0.463
O: 0.4363 0.7069 2.2893  0.071
C: 2.0689 1.5196 0.7042  -0.144
N: 1.3502 1.7895 -0.5357  0.138
C: 1.2114 0.8791 -1.5147  -0.456
O: 1.9165 -0.1071 -1.6525  0.043
C: -0.0037 1.1486 -2.4038  -0.056
N: -1.1973 0.9899 -1.5950  0.109
C: -1.6732 2.0284 -0.8716  -0.444
O: -1.1888 3.1496 -0.9536  0.052
C: -2.8293 1.7227 0.0111  -0.130
C: -2.8235 0.6033 0.8363  -0.042
C: -3.8834 0.3762 1.6966  -0.075
C: -4.9539 1.2544 1.7309  -0.080
C: -4.9567 2.3762 0.9177  -0.074
C: -3.8920 2.6179 0.0697  -0.015
C: 3.5226 1.1710 0.5003  -0.186
C: 4.2131 1.6031 -0.6237  -0.033
C: 5.5524 1.2950 -0.7824  -0.075
C: 6.2200 0.5649 0.1854  -0.092
C: 5.5427 0.1500 1.3195  -0.079
C: 4.2022 0.4515 1.4769  -0.037
H: -3.6014 -2.0040 -2.2076  0.081
H: -3.8869 -1.2320 -0.6442  0.053
H: -4.5209 -2.8537 -0.9572  0.079
H: -2.2187 -3.7603 -1.1011  0.122
H: -2.4927 -2.9787 0.4756  0.121
H: 0.6001 -1.7716 -1.3951  0.095
H: -0.1069 -3.3804 -1.6558  0.127
H: -0.0872 -3.8223 0.7753  0.111
H: 1.5202 -3.4295 0.1562  0.120
H: 1.0839 -2.3642 2.3420  0.126
H: -0.3327 -1.5290 1.6939  0.111
H: 2.1122 -0.9654 0.2223  0.127
H: 1.9997 2.4277 1.3142  0.169
H: 0.6731 2.5457 -0.5127  0.121
H: 0.0149 2.1740 -2.7829  0.132
H: -0.0230 0.4380 -3.2305  0.133
H: -1.4946 0.0430 -1.3910  0.110
H: -1.9786 -0.0674 0.8287  0.095
H: -3.8723 -0.4869 2.3459  0.108
H: -5.7811 1.0708 2.4007  0.102
H: -5.7854 3.0678 0.9528  0.103
H: -3.8702 3.4973 -0.5562  0.119
H: 3.7008 2.1790 -1.3791  0.114
H: 6.0768 1.6296 -1.6652  0.103
H: 7.2652 0.3245 0.0596  0.100
H: 6.0594 -0.4106 2.0846  0.102
H: 3.6780 0.1333 2.3666  0.118

SMILES string = CCOCCCNC(=O)[C@H](NC(=O)CNC(=O)c1ccccc1)c1ccccc1
relative energy (zero: lowest compared OMol25 entry of this formula, charge and spin) = 130.9 kJ/mol


# 5
Computed, not measured: an isolated ion of composition C6H5N4O2S and charge -1 in a non-equilibrium geometry, with ωB97M-V/def2-TZVPD.

Each line ends with the Löwdin charge.
Atoms and positions in Å:
C: -2.8221 1.9600 0.7935  -0.128
C: -2.3195 1.3072 -0.2498  -0.539
C: -1.4442 -1.4306 -0.1657  -0.565
C: 1.0343 -1.8995 0.9511  -0.096
C: 0.5517 -0.6469 0.8332  -0.066
C: 0.2490 -2.9000 0.2587  -0.146
N: -0.9551 0.9964 0.0546  0.013
N: -0.8906 -2.6282 -0.3617  0.060
N: -0.6490 -0.3844 0.1646  -0.113
N: -2.8131 1.5107 -1.5966  0.046
O: -3.5529 -2.6979 -1.0087  -0.706
O: -3.4701 2.5129 1.6604  0.047
S: -3.1490 -1.3747 -0.4570  0.818
H: 1.9609 -2.2068 1.4422  0.085
H: 1.1259 0.2616 1.1397  0.127
H: 0.6879 -3.9058 0.0738  0.101
H: -3.5433 0.9201 -2.0035  0.041
H: -3.2701 2.3666 -1.5276  0.021

charge = -1
energy = -999.21762 Ha


# 6
Computed, not measured: one molecule with the formula C5H10IP in a non-equilibrium geometry, with ωB97M-V/def2-TZVPD.

Each line ends with the Löwdin charge.
Atoms and positions in Å:
C: 0.0856 -2.2430 0.1536  -0.119
C: -0.0902 -0.8948 0.7717  -0.303
C: 0.6485 0.2084 -0.0170  -0.888
I: 2.7937 0.3126 0.1032  0.826
C: 0.0903 0.4362 -1.3732  -0.210
C: 0.0385 1.5011 -0.3323  -0.641
P: -1.5072 1.8950 0.5359  0.847
H: -0.3906 -2.4691 -0.7867  0.058
H: -0.3207 -3.0474 0.8600  0.095
H: 1.2119 -2.5313 -0.0250  0.099
H: 0.4529 -0.8001 1.6579  0.077
H: -1.0769 -0.5863 0.9019  0.048
H: -0.7664 -0.2160 -1.4716  0.092
H: 0.5189 0.5939 -2.3846  0.120
H: 0.6250 2.4605 -0.5193  0.114
H: -1.5224 3.1962 0.1943  -0.142
H: -0.7910 2.1841 1.7312  -0.075

SMILES string = CC[C@@]1(I)C[C@H]1P
relative energy (zero: lowest compared OMol25 entry of this formula, charge and spin) = 101.3 kJ/mol


# 7
Computed, not measured: C35H42N5O2 as an isolated structure in a non-equilibrium geometry, with ωB97M-V/def2-TZVPD.

Each line ends with the Löwdin charge.
Atoms and positions in Å:
C: -4.4871 -6.1830 -0.3016  -0.044
O: -3.6094 -5.2996 0.4506  -0.092
C: -3.6445 -3.9664 0.1747  -0.260
C: -2.5030 -3.2000 0.4976  0.018
C: -2.4616 -1.8772 0.1271  -0.009
C: -3.5712 -1.2677 -0.4711  -0.194
N: -3.4598 0.0863 -0.8150  0.014
C: -2.2672 0.8386 -0.8829  -0.134
N: -2.6800 2.1209 -0.7341  -0.090
C: -1.9052 3.3037 -0.4928  0.004
C: -4.0572 2.2140 -0.7551  -0.022
C: -4.5442 0.9699 -0.8214  -0.010
C: -4.7732 -1.9773 -0.6487  0.004
C: -4.7613 -3.3576 -0.4571  0.005
H: -4.1678 -7.1850 -0.0100  0.096
H: -5.5362 -6.0076 -0.0209  0.091
H: -4.3502 -6.0237 -1.3809  0.102
H: -1.6602 -3.6646 0.9917  0.124
H: -1.5607 -1.3362 0.3899  0.082
H: -0.8571 3.0441 -0.4700  0.087
H: -2.1045 4.0426 -1.2756  0.108
H: -2.2299 3.7290 0.4655  0.109
H: -4.5597 3.1561 -0.5125  0.146
H: -5.5852 0.6768 -0.6851  0.131
H: -5.6908 -1.4649 -0.9517  0.113
H: -5.6097 -3.9558 -0.7843  0.110
C: 5.5111 0.2013 2.4842  -0.003
N: 4.0832 0.0573 2.4431  -0.043
C: 3.3557 -0.4517 3.4753  -0.369
O: 3.8078 -0.8706 4.5425  0.093
C: 1.8903 -0.4037 3.0758  -0.156
C: 1.0788 0.6069 3.8935  -0.089
C: 0.9665 0.1921 5.3440  -0.243
C: 0.1303 -0.8722 5.6857  -0.049
C: 0.0918 -1.3453 7.0043  -0.071
C: 0.8720 -0.7205 7.9878  -0.080
C: 1.6920 0.3643 7.6519  -0.067
C: 1.7099 0.8441 6.3364  -0.039
N: 1.9699 -0.0561 1.6462  0.029
C: 0.8425 0.1313 0.9151  -0.029
C: 0.7858 0.4580 -0.4397  -0.055
C: -0.3721 0.6973 -1.2235  -0.032
C: -0.2762 0.9197 -2.6347  -0.210
C: -1.3325 0.7987 -3.5697  -0.024
C: -1.1576 1.0830 -4.9123  0.012
C: 0.1039 1.4084 -5.4704  -0.244
N: 0.2889 1.6633 -6.8358  -0.250
C: 0.3847 3.0093 -7.3657  -0.077
C: 0.9116 0.7109 -7.7351  -0.078
C: 1.1785 1.4649 -4.5590  0.000
C: 0.9890 1.2950 -3.1985  -0.021
C: 3.3533 0.2678 1.2125  -0.466
C: 3.4949 1.7312 0.7673  0.012
C: 3.9038 -0.6874 0.1374  0.013
H: 5.8635 0.0202 3.4966  0.104
H: 5.9879 -0.4973 1.7920  0.096
H: 5.7844 1.2108 2.1717  0.094
H: 1.4396 -1.4062 3.1792  0.170
H: 1.5713 1.5880 3.8169  0.131
H: 0.0699 0.7020 3.4629  0.114
H: -0.4742 -1.3412 4.9050  0.112
H: -0.5418 -2.2003 7.2530  0.106
H: 0.8346 -1.0804 9.0216  0.107
H: 2.3275 0.8361 8.4099  0.110
H: 2.3300 1.7007 6.0627  0.116
H: -0.0914 0.0140 1.4653  0.122
H: 1.7773 0.5127 -0.8885  0.070
H: -1.4743 0.3774 -0.2200  0.092
H: -2.3019 0.4715 -3.2109  0.105
H: -1.9974 1.0472 -5.5889  0.116
H: 0.0060 3.7511 -6.6582  0.091
H: 1.4290 3.2370 -7.6155  0.080
H: -0.1940 3.0522 -8.2976  0.086
H: 0.9006 -0.3061 -7.3322  0.092
H: 0.3630 0.7371 -8.6842  0.086
H: 1.9481 1.0073 -7.9455  0.080
H: 2.1739 1.6662 -4.9619  0.126
H: 1.8601 1.4838 -2.5608  0.100
H: 3.2337 2.3919 1.6073  0.104
H: 4.5372 1.8955 0.4641  0.091
H: 2.8418 1.9684 -0.0776  0.071
H: 4.0783 -1.6778 0.5814  0.107
H: 3.2360 -0.7968 -0.7210  0.078
H: 4.8604 -0.2780 -0.2117  0.092

relative energy (zero: lowest compared OMol25 entry of this formula, charge and spin) = 632.5 kJ/mol
charge = +1


# 8
Computed, not measured: an isolated ion of composition C2H8NO3 and charge +1 in a non-equilibrium geometry, with ωB97M-V/def2-TZVPD.

Each line ends with the Löwdin charge.
Atoms and positions in Å:
N: -1.5529 -0.0243 -0.4397  0.191
C: -0.4839 0.4987 0.3918  -0.061
C: 0.9772 -0.0881 0.1292  -0.715
O: 1.2122 -1.0458 1.1092  0.098
O: 1.8804 0.9563 0.1870  0.072
O: 0.9249 -0.6127 -1.1012  0.086
H: -1.2621 0.4189 -1.3720  0.211
H: -2.4874 0.2978 -0.2337  0.169
H: -1.7223 -1.0626 -0.5550  0.215
H: -0.6675 0.1977 1.4380  0.146
H: -0.3639 1.5992 0.4353  0.159
H: 1.8822 -1.6677 0.9858  0.096
H: 1.9942 1.1957 1.1553  0.166
H: 1.7178 -0.5213 -1.6728  0.165

SMILES string = [NH3+]CC(O)(O)O
relative energy (zero: lowest compared OMol25 entry of this formula, charge and spin) = 133.8 kJ/mol
charge = +1